DFT (the ωB97M-V functional and the def2-TZVPD basis) results for C6H7NO2 in the gas phase in a non-equilibrium geometry.

Properties
max |F|: 8.84 eV Å⁻¹
LUMO energy: 0.78 eV
E: -437.981244 a.u.
total charge: 0

Each line ends with the Mulliken charge.
Cartesian coordinates (Å):
1 C 2.143 0.988 0.202  -0.967
2 C 2.023 -0.491 -0.024  0.790
3 C -0.435 -0.541 -0.015  0.276
4 C -0.939 0.684 -0.151  -0.277
5 C -2.443 0.480 -0.140  -0.469
6 C -2.599 -0.793 0.104  -0.312
7 H 3.129 1.245 0.344  0.312
8 H 1.638 1.655 -0.581  0.220
9 H 1.282 1.212 1.036  0.295
10 H 0.940 -2.096 -0.066  0.142
11 H -0.553 1.544 -0.488  0.451
12 H -3.012 1.432 -0.226  0.341
13 H -3.642 -1.474 0.139  0.249
14 N 0.858 -1.191 -0.034  -0.066
15 O 3.107 -1.156 -0.178  -0.667
16 O -1.499 -1.499 0.078  -0.320


DFT (the ωB97M-V functional and the def2-TZVPD basis) results for C6H7NO2 in the gas phase in a non-equilibrium geometry.

Properties
max |F|: 5.71 eV Å⁻¹
LUMO energy: 0.23 eV
E: -437.878616 a.u.
total charge: 0

Each line ends with the Mulliken charge.
Cartesian coordinates (Å):
1 C 3.145 0.096 0.024  -0.956
2 C 0.649 0.693 0.031  -0.366
3 C -0.719 0.374 0.045  0.764
4 C -2.033 0.984 0.050  -0.878
5 C -3.024 -0.113 -0.175  -0.337
6 C -2.240 -1.249 0.124  -0.407
7 H 3.539 -1.035 0.073  0.324
8 H 3.148 0.676 -0.775  0.406
9 H 3.298 0.661 0.913  0.294
10 H 0.810 1.730 0.170  0.338
11 H -2.038 2.003 -0.134  0.405
12 H -4.061 -0.034 -0.358  0.429
13 H -2.656 -2.183 -0.024  0.438
14 N 1.652 -0.175 -0.051  0.416
15 O 1.452 -1.469 -0.152  -0.623
16 O -0.923 -0.959 0.240  -0.248


DFT (the ωB97M-V functional and the def2-TZVPD basis) results for C6H7NO2S in the gas phase in a non-equilibrium geometry.

Properties
max |F|: 4.92 eV Å⁻¹
LUMO energy (alpha / beta): -0.81 / -0.89 eV
E: -835.973622 a.u.
total charge: 0

Each line ends with the Mulliken charge.
Cartesian coordinates (Å):
1 C -1.050 1.771 -0.351  -0.267
2 C -2.087 0.911 -0.422  -0.427
3 C 0.380 1.639 -0.337  -0.117
4 C -2.179 -0.492 -0.460  0.036
5 C 0.857 0.407 -0.540  -0.231
6 C 2.388 -1.746 0.334  -0.826
7 N -1.091 -1.185 -0.525  0.169
8 O -0.680 -2.347 -0.374  -0.483
9 O 3.182 0.818 0.201  -0.582
10 S 2.514 -0.172 -0.693  0.434
11 H -1.364 2.781 -0.213  0.295
12 H -3.021 1.353 -0.468  0.316
13 H 0.927 2.551 -0.420  0.400
14 H -3.230 -0.801 -0.496  0.343
15 H 3.407 -2.146 0.329  0.354
16 H 1.732 -2.215 -0.236  0.283
17 H 2.065 -1.400 1.286  0.303


DFT (the ωB97M-V functional and the def2-TZVPD basis) results for C6H7NO3 in the gas phase in a non-equilibrium geometry.

Properties
max |F|: 4.11 eV Å⁻¹
LUMO energy: -0.06 eV
E: -513.128007 a.u.
total charge: 0

Each line ends with the Mulliken charge.
Cartesian coordinates (Å):
1 C 0.165 -1.454 -1.217  -0.443
2 C -0.353 -0.235 -1.892  -0.224
3 C 0.651 -1.352 0.038  -0.666
4 C -0.491 0.958 -1.261  -0.644
5 C 0.385 -0.185 0.921  0.167
6 C -0.167 1.261 0.217  0.116
7 N -0.604 -0.580 1.937  0.895
8 O -0.185 -0.741 3.066  -0.602
9 O -1.735 -0.673 1.593  -0.524
10 O 0.690 2.302 0.374  -0.521
11 H 0.320 -2.199 -1.965  0.381
12 H -0.598 -0.143 -2.896  0.406
13 H 0.929 -2.274 0.472  0.424
14 H -0.941 1.750 -1.816  0.369
15 H 1.427 -0.002 1.428  0.236
16 H -1.090 1.494 0.940  0.273
17 H 1.596 2.072 0.060  0.360


DFT (the ωB97M-V functional and the def2-TZVPD basis) results for C6H7NO4 in the gas phase in a non-equilibrium geometry.

Properties
max |F|: 5.07 eV Å⁻¹
LUMO energy: 0.43 eV
E: -588.471478 a.u.
total charge: 0

Each line ends with the Mulliken charge.
Cartesian coordinates (Å):
1 C 1.798 0.080 0.777  -0.211
2 C 0.668 -0.134 1.428  -0.738
3 C 1.912 0.021 -0.722  -0.366
4 C -0.994 0.331 -0.180  -0.071
5 C -0.300 0.832 -1.236  0.796
6 C -0.439 -0.800 0.688  0.818
7 N 0.949 0.410 -1.592  -0.637
8 O -2.259 0.822 0.130  -0.645
9 O -0.849 1.805 -2.005  -0.558
10 O -0.093 -1.843 -0.116  -0.513
11 O -1.421 -1.185 1.600  -0.645
12 H 2.659 0.187 1.370  0.394
13 H 0.673 -0.006 2.490  0.405
14 H 2.750 -0.318 -1.209  0.480
15 H -2.399 1.514 -0.583  0.356
16 H -0.364 1.708 -2.878  0.383
17 H 0.006 -2.705 0.373  0.381
18 H -2.298 -0.720 1.665  0.373


DFT (the ωB97M-V functional and the def2-TZVPD basis) results for C6H7NS in the gas phase.

Properties
max |F|: 0.94 eV Å⁻¹
LUMO energy: 0.76 eV
E: -685.766910 a.u.
total charge: 0

Each line ends with the Mulliken charge.
Cartesian coordinates (Å):
1 C 2.181 -0.152 -0.849  -1.237
2 C 0.832 -0.179 -0.149  0.670
3 C 0.608 -1.007 0.976  -0.361
4 C -1.619 -0.500 1.073  -0.189
5 C -1.502 0.405 0.022  -0.001
6 C -0.270 0.554 -0.598  -0.203
7 H 2.882 -0.905 -0.436  0.331
8 H 2.676 0.830 -0.709  0.285
9 H 2.060 -0.325 -1.921  0.318
10 H 1.458 -1.607 1.330  0.285
11 H -2.591 -0.672 1.564  0.373
12 H -3.021 2.238 0.190  0.153
13 H -0.156 1.308 -1.400  0.399
14 N -0.589 -1.196 1.552  -0.584
15 S -2.949 1.208 -0.645  -0.239


DFT (the ωB97M-V functional and the def2-TZVPD basis) results for 2 unconnected molecules or ions with the total composition C6H7NS in a non-equilibrium geometry.

Properties
max |F|: 3.86 eV Å⁻¹
LUMO energy (alpha / beta): -0.99 / -0.99 eV
E: -685.578131 a.u.
total charge: 0

Each line ends with the Mulliken charge.
Cartesian coordinates (Å):
1 C 2.203 -1.012 -0.511  0.056
2 C 1.219 -0.753 -1.156  -0.160
3 C -2.166 -0.982 0.033  0.191
4 C -0.522 0.399 1.112  -1.045
5 C 0.099 -0.286 -1.861  -0.766
6 C -1.384 0.262 -0.111  0.410
7 N -2.550 -2.075 -0.002  -0.463
8 S -2.335 1.599 -0.724  -0.204
9 H 2.919 -1.543 0.091  0.386
10 H -0.855 -0.311 1.827  0.383
11 H -0.536 1.453 1.613  0.271
12 H 0.547 0.317 0.945  0.150
13 H -0.609 -1.022 -2.235  0.319
14 H -0.085 0.674 -2.475  0.331
15 H -2.601 2.261 0.420  0.140


DFT (the ωB97M-V functional and the def2-TZVPD basis) results for C6H7NS in the gas phase in a non-equilibrium geometry.

Properties
max |F|: 5.91 eV Å⁻¹
LUMO energy: -1.53 eV
E: -685.680006 a.u.
total charge: 0

Each line ends with the Mulliken charge.
Cartesian coordinates (Å):
1 C 1.112 2.225 -1.310  -0.993
2 C 0.723 1.138 -0.397  0.374
3 C 0.018 0.131 -0.687  0.560
4 C -0.647 -0.271 -1.951  -1.107
5 C -0.167 -0.667 0.558  0.142
6 C 0.498 0.235 1.606  -0.174
7 H 2.150 2.271 -1.698  0.258
8 H 0.501 2.196 -2.343  0.209
9 H 0.892 3.225 -0.844  0.277
10 H -0.064 -1.123 -2.500  0.221
11 H -0.837 0.668 -2.649  0.276
12 H -1.696 -0.646 -1.758  0.342
13 H 0.348 0.234 2.789  0.311
14 N 0.945 1.272 1.105  -0.482
15 S -1.071 -2.030 0.897  -0.215


DFT (the ωB97M-V functional and the def2-TZVPD basis) results for C6H7P in the gas phase in a non-equilibrium geometry.

Properties
max |F|: 3.76 eV Å⁻¹
LUMO energy (alpha / beta): 0.98 / -1.68 eV
E: -573.827141 a.u.
total charge: 0
multiplicity: 3

Each line ends with the Mulliken charge.
Cartesian coordinates (Å):
1 C 0.804 1.976 0.061  -0.600
2 C 0.028 1.408 0.952  0.107
3 C 0.430 -0.284 -1.012  -0.636
4 C 0.939 0.472 0.181  -0.623
5 C -1.669 -1.119 0.104  -0.367
6 C -0.389 -1.283 -0.299  -0.343
7 P -0.940 -1.204 1.722  -0.143
8 H 1.393 2.782 -0.233  0.362
9 H -0.146 0.249 -1.719  0.357
10 H 1.159 -0.697 -1.635  0.411
11 H 1.711 -0.001 0.682  0.488
12 H -2.469 -0.409 -0.263  0.294
13 H 0.019 -2.211 -0.212  0.482
14 H -0.870 0.321 1.670  0.211


DFT (the ωB97M-V functional and the def2-TZVPD basis) results for C6H8 in the gas phase in a non-equilibrium geometry.

Properties
max |F|: 4.25 eV Å⁻¹
LUMO energy: 1.20 eV
E: -233.205113 a.u.
total charge: 0

Each line ends with the Mulliken charge.
Cartesian coordinates (Å):
1 C 1.119 -0.279 1.803  -0.335
2 C 0.205 -1.285 1.146  -0.429
3 C -0.804 -0.329 0.447  -0.175
4 C -0.090 -0.185 -0.915  -0.046
5 C 0.559 0.221 0.457  -0.149
6 C -0.721 1.093 -1.629  -1.217
7 H 0.734 0.255 2.663  0.202
8 H 2.273 -0.258 1.761  0.230
9 H 0.715 -2.187 0.681  0.152
10 H -1.839 -0.192 0.756  0.418
11 H 0.162 -0.995 -1.572  0.394
12 H 0.053 1.375 -2.424  0.323
13 H -0.757 2.004 -0.979  0.300
14 H -1.610 0.762 -2.195  0.331


DFT (the ωB97M-V functional and the def2-TZVPD basis) results for C6H8 in the gas phase in a non-equilibrium geometry.

Properties
max |F|: 2.16 eV Å⁻¹
LUMO energy: 1.00 eV
E: -233.324349 a.u.
total charge: 0

Each line ends with the Mulliken charge.
Cartesian coordinates (Å):
1 C 1.562 -0.888 -0.338  -1.116
2 C 0.838 0.195 0.510  -0.455
3 C -0.517 0.681 0.045  0.272
4 C -0.832 1.973 -0.205  -0.949
5 C -1.435 -0.429 -0.002  -0.613
6 C -2.150 -1.390 0.042  0.337
7 H 1.690 -0.665 -1.418  0.307
8 H 0.984 -1.810 -0.306  0.302
9 H 2.506 -1.167 0.098  0.336
10 H 0.723 -0.255 1.489  0.273
11 H 1.535 1.017 0.567  0.320
12 H -1.904 2.167 -0.454  0.275
13 H -0.105 2.764 -0.094  0.307
14 H -2.894 -2.195 0.067  0.405


DFT (the ωB97M-V functional and the def2-TZVPD basis) results for 2 unconnected molecules or ions with the total composition C6H8 in a non-equilibrium geometry.

Properties
max |F|: 2.03 eV Å⁻¹
LUMO energy (alpha / beta): 0.29 / 0.34 eV
E: -233.096724 a.u.
total charge: 0

Each line ends with the Mulliken charge.
Cartesian coordinates (Å):
1 C 2.366 -1.368 -0.366  -0.394
2 C 1.718 -0.684 0.403  -0.059
3 C 0.827 0.304 0.929  -0.054
4 C -0.322 0.525 0.000  -0.305
5 C -1.743 0.513 0.414  -0.744
6 C -1.360 0.169 -0.982  -0.174
7 H 3.343 -1.727 -0.599  0.310
8 H 0.465 -0.065 1.898  0.250
9 H 1.344 1.271 1.111  0.242
10 H 1.080 -0.154 -1.630  -0.014
11 H -2.345 1.387 0.602  0.258
12 H -2.065 -0.396 0.938  0.237
13 H -1.552 -0.836 -1.337  0.276
14 H -1.627 0.977 -1.685  0.172